[1]
ORCA calculation (the ωB97M-V functional and the def2-TZVPD basis) on a molecular structure, C8H4F3NNiO4S3Sb at a distorted geometry.

The geometry in ORCA input format:
```
! RIJCOSX wB97M-V def2-TZVPD def2/J DEFGRID3
* xyz -2 2
Ni -0.732 -0.407 0.033
S -1.621 -3.416 3.977
Sb -2.241 -2.117 2.156
S -0.888 -0.060 2.255
S -0.731 -2.679 0.313
O 1.217 -0.006 -3.468
C 0.789 -0.134 -2.321
O -0.420 -0.226 -1.928
C 1.819 -0.193 -1.204
C 3.181 -0.233 -1.452
C 4.044 -0.330 -0.373
C 3.518 -0.385 0.911
C 2.145 -0.331 1.072
N 1.325 -0.227 0.028
H 3.510 -0.194 -2.481
H 5.116 -0.373 -0.530
H 4.154 -0.477 1.782
H 1.662 -0.380 2.040
F -2.503 2.822 -0.587
C -3.694 2.315 -0.240
F -4.150 3.064 0.781
F -4.528 2.539 -1.281
C -3.672 0.803 0.118
O -4.689 0.411 0.657
O -2.613 0.213 -0.258
*
```

Largest force on an atom   1.1 eV Å⁻¹
ΔE to the lowest compared entry with this formula, charge and spin   160.3 kJ/mol
Gap between HOMO and LUMO (spin up / spin down)   5.57 / 5.10 eV
LUMO level (spin up / spin down)   4.583 / 4.145 eV
Expectation value of S²   0.86
HOMO (spin up / spin down)   -0.03613 / -0.03526 hartree

---

[2]
ORCA calculation (the ωB97M-V functional and the def2-TZVPD basis) on a molecular structure, C15H22N3O2RuS at a distorted geometry.

The geometry in ORCA input format:
```
! RIJCOSX wB97M-V def2-TZVPD def2/J DEFGRID3
* xyz 1 1
Ru -1.909 -0.611 -0.558
C 1.758 3.200 -1.698
C 1.410 1.722 -1.752
N -0.035 1.511 -1.984
C -0.410 1.060 -3.330
C -0.405 -0.463 -3.414
C -0.928 1.653 -1.002
S -2.622 1.553 -1.224
N -0.407 1.915 0.244
C -0.014 0.895 0.920
O -0.311 -0.355 0.572
C 0.816 1.056 2.130
C 1.449 -0.040 2.711
C 2.262 0.138 3.819
C 2.432 1.405 4.358
C 1.793 2.498 3.787
C 0.994 2.328 2.670
H 2.828 3.320 -1.527
H 1.223 3.690 -0.886
H 1.505 3.694 -2.636
H 1.722 1.210 -0.845
H 1.922 1.235 -2.581
H 0.337 1.462 -4.013
H -1.372 1.484 -3.608
H 0.552 -0.869 -3.087
H -0.595 -0.799 -4.433
H -1.202 -0.914 -2.805
H 1.312 -1.026 2.290
H 2.762 -0.712 4.264
H 3.065 1.542 5.225
H 1.922 3.485 4.212
H 0.493 3.171 2.212
C -2.984 -0.620 0.880
H -2.766 -1.267 1.735
H -3.821 0.065 1.028
C -1.910 -5.040 -0.685
C -1.506 -3.644 -0.346
N -0.649 -3.431 0.645
O -1.988 -2.684 -0.992
H -1.266 -5.785 -0.225
H -1.902 -5.156 -1.766
H -2.934 -5.192 -0.342
H -0.257 -4.199 1.162
H -0.365 -2.485 0.879
*
```

Largest force on an atom   1.4 eV Å⁻¹
ΔE to the lowest compared entry with this formula, charge and spin   80.3 kJ/mol
Gap between HOMO and LUMO   7.21 eV
LUMO level   -4.300 eV
HOMO   -0.42309 hartree

---

[3]
ORCA calculation (the ωB97M-V functional and the def2-TZVPD basis) on a molecular structure, C48H46N2O2S7Si2V at a distorted geometry.

The geometry in ORCA input format:
```
! RIJCOSX wB97M-V def2-TZVPD def2/J DEFGRID3
* xyz -2 4
V -0.127 -1.278 0.593
C 1.611 -0.109 0.081
Si 2.627 -0.658 1.462
C 1.629 -0.165 2.996
N 0.187 -0.486 2.777
C -0.665 0.681 3.094
C -0.930 0.812 4.586
C -1.737 -0.411 5.067
C -1.649 -1.556 4.054
C -0.226 -1.692 3.536
C 4.381 0.018 1.736
C 5.523 -0.780 1.772
C 6.781 -0.234 1.988
C 6.924 1.131 2.180
C 5.802 1.948 2.145
C 4.552 1.393 1.923
C 2.794 -2.546 1.464
C 2.888 -3.298 2.638
C 3.130 -4.663 2.606
C 3.290 -5.310 1.391
C 3.200 -4.589 0.211
C 2.958 -3.223 0.254
H 2.021 -0.296 -0.916
H 1.414 0.967 0.177
H 1.729 0.920 3.092
H 1.986 -0.586 3.943
H -1.614 0.572 2.576
H -0.191 1.562 2.658
H -1.483 1.736 4.768
H 0.016 0.898 5.129
H -2.782 -0.140 5.222
H -1.352 -0.760 6.030
H -2.329 -1.380 3.216
H -1.957 -2.501 4.508
H -0.119 -2.586 2.904
H 0.453 -1.848 4.388
H 5.431 -1.851 1.630
H 7.652 -0.879 2.006
H 7.904 1.559 2.350
H 5.900 3.017 2.279
H 3.692 2.052 1.867
H 2.767 -2.810 3.598
H 3.176 -5.229 3.529
H 3.448 -6.380 1.362
H 3.297 -5.092 -0.742
H 2.868 -2.673 -0.676
C -3.023 4.811 -1.230
S -2.503 5.587 0.317
C -0.816 5.893 -0.024
C 0.118 4.932 -0.274
S -0.080 3.248 -0.432
S 1.731 5.605 -0.497
C 1.386 7.278 -0.297
S 2.541 8.486 -0.322
S -0.274 7.552 -0.001
H -4.051 4.479 -1.087
H -2.394 3.943 -1.428
H -2.978 5.518 -2.057
O -1.862 -6.138 1.934
S -0.689 -6.052 1.106
O 0.495 -6.738 1.552
N -0.353 -4.491 0.746
C -0.438 -4.251 -0.536
S -0.144 -2.758 -1.261
C -0.853 -5.437 -1.364
C -1.054 -5.519 -2.732
C -1.455 -6.740 -3.257
C -1.652 -7.846 -2.431
C -1.454 -7.758 -1.057
C -1.058 -6.535 -0.558
H -0.907 -4.646 -3.353
H -1.623 -6.834 -4.322
H -1.969 -8.787 -2.866
H -1.609 -8.607 -0.406
C -4.913 2.472 2.947
C -3.911 2.965 2.118
C -3.230 2.111 1.267
C -3.525 0.741 1.205
C -4.542 0.275 2.037
C -5.226 1.123 2.903
Si -2.471 -0.398 0.063
C -3.620 -1.934 -0.059
C -4.678 -2.056 -0.963
C -5.511 -3.164 -0.965
C -5.315 -4.191 -0.049
C -4.269 -4.101 0.856
C -3.436 -2.990 0.835
C -2.727 0.469 -1.627
C -3.873 1.206 -1.943
C -4.046 1.792 -3.188
C -3.066 1.665 -4.162
C -1.916 0.945 -3.872
C -1.758 0.360 -2.624
H -5.444 3.137 3.618
H -3.651 4.017 2.125
H -2.442 2.524 0.643
H -4.814 -0.776 2.016
H -6.009 0.724 3.538
H -4.853 -1.268 -1.688
H -6.320 -3.228 -1.684
H -5.964 -5.058 -0.049
H -4.078 -4.902 1.559
H -2.609 -2.960 1.541
H -4.649 1.336 -1.197
H -4.945 2.363 -3.392
H -3.190 2.133 -5.131
H -1.129 0.853 -4.611
H -0.836 -0.175 -2.415
*
```

Largest force on an atom   1.1 eV Å⁻¹
ΔE to the lowest compared entry with this formula, charge and spin   0.0 kJ/mol
Gap between HOMO and LUMO (spin up / spin down)   5.93 / 5.93 eV
LUMO level (spin up / spin down)   3.723 / 3.723 eV
Expectation value of S²   3.77
HOMO (spin up / spin down)   -0.08101 / -0.08097 hartree

---

[4]
ORCA calculation (the ωB97M-V functional and the def2-TZVPD basis) on a molecular structure, C39H39BrIIrN6OP at a distorted geometry.

The geometry in ORCA input format:
```
! RIJCOSX wB97M-V def2-TZVPD def2/J DEFGRID3
* xyz 3 1
Ir 0.162 -1.660 -0.597
I 1.227 -0.930 1.837
C 2.382 0.863 1.992
C 3.717 0.641 2.252
C 4.613 1.709 2.344
C 4.153 2.973 2.099
C 2.793 3.219 1.810
C 2.414 4.540 1.495
C 1.107 4.845 1.222
C 0.147 3.851 1.356
C 0.455 2.532 1.696
P -1.216 1.741 1.832
C -2.017 2.645 3.178
C -1.263 3.115 4.258
C -1.916 3.631 5.360
C -3.302 3.723 5.383
C -4.054 3.252 4.312
C -3.414 2.713 3.213
C -1.781 0.041 2.244
C -2.109 -0.828 1.202
C -2.716 -2.040 1.475
C -2.975 -2.406 2.788
C -2.645 -1.543 3.820
C -2.072 -0.309 3.559
C 1.825 2.151 1.828
H 4.082 -0.367 2.386
H 5.649 1.527 2.588
H 4.829 3.815 2.115
H 3.175 5.304 1.453
H 0.809 5.838 0.931
H -0.891 4.123 1.208
H -0.186 3.026 4.253
H -1.331 3.952 6.210
H -3.804 4.170 6.227
H -5.131 3.312 4.337
H -3.991 2.358 2.371
H -1.905 -0.536 0.174
H -3.021 -2.682 0.663
H -3.452 -3.350 2.996
H -2.845 -1.820 4.843
H -1.856 0.367 4.374
O -1.802 -7.510 1.266
C -1.306 -6.319 1.034
C -0.556 -5.563 1.950
C -0.087 -4.323 1.579
N -0.325 -3.773 0.387
C -1.040 -4.502 -0.473
Br -1.342 -3.601 -2.119
C -1.552 -5.745 -0.228
H -1.608 -7.867 2.147
H -0.358 -5.944 2.941
H 0.496 -3.727 2.266
H -2.132 -6.291 -0.953
C -0.240 1.445 -2.183
N -0.742 2.263 -3.258
C -2.201 2.258 -3.253
N -2.673 0.894 -3.431
C -2.198 0.076 -2.348
N -0.704 0.035 -2.292
C -0.259 -0.449 -3.634
N -0.760 0.379 -4.698
C -0.279 1.743 -4.541
C -2.216 0.370 -4.710
H -0.575 1.862 -1.225
H 0.851 1.462 -2.216
H -2.577 2.891 -4.057
H -2.561 2.647 -2.297
H -2.574 -0.943 -2.473
H -2.587 0.502 -1.418
H -0.616 -1.471 -3.781
H 0.833 -0.437 -3.659
H -0.664 2.365 -5.352
H 0.813 1.748 -4.573
H -2.583 -0.650 -4.848
H -2.588 0.994 -5.524
C 5.463 -1.490 -4.360
C 4.340 -1.580 -3.402
C 3.652 -2.772 -3.169
C 2.572 -2.788 -2.307
N 2.146 -1.703 -1.657
C 2.831 -0.567 -1.832
C 3.903 -0.459 -2.689
H 5.830 -2.469 -4.645
H 6.283 -0.908 -3.949
H 5.135 -0.977 -5.263
H 3.961 -3.682 -3.659
H 2.034 -3.708 -2.127
H 2.501 0.288 -1.255
H 4.411 0.486 -2.805
*
```

Largest force on an atom   1.9 eV Å⁻¹
ΔE to the lowest compared entry with this formula, charge and spin   496.8 kJ/mol
Gap between HOMO and LUMO (spin up / spin down)   3.46 / 3.45 eV
LUMO level (spin up / spin down)   -10.970 / -10.979 eV
HOMO (spin up / spin down)   -0.53031 / -0.53031 hartree

---

[5]
ORCA calculation (the ωB97M-V functional and the def2-TZVPD basis) on C13H18N4S in the gas phase at a distorted geometry.

The geometry in ORCA input format:
```
! RIJCOSX wB97M-V def2-TZVPD def2/J DEFGRID3
* xyz 0 1
C 1.763 -3.177 -0.259
N 1.096 -1.951 0.206
C 0.831 -1.167 -1.015
C -0.125 -0.096 -0.846
C -0.492 0.462 0.352
C -1.440 1.537 0.478
C -1.610 2.191 1.760
N -1.818 2.704 2.807
C -1.913 2.107 -0.680
N -2.688 3.255 -0.598
N -1.672 1.460 -1.931
C -2.624 1.782 -2.989
C -0.603 0.532 -2.115
S -0.121 0.095 -3.713
C 0.073 -0.169 1.588
C 1.324 -1.060 1.313
C 1.388 -1.800 2.711
C 2.682 -0.193 1.128
H 1.957 -3.714 0.690
H 2.740 -2.891 -0.632
H 1.147 -3.882 -0.866
H 1.798 -0.635 -1.528
H 0.382 -1.870 -1.734
H -2.774 3.904 -1.430
H -3.398 3.306 0.145
H -2.321 2.612 -3.536
H -2.770 0.880 -3.664
H -3.692 1.823 -2.658
H -0.758 -0.822 1.971
H 0.344 0.566 2.319
H 0.526 -2.375 2.996
H 1.466 -1.142 3.538
H 2.259 -2.452 2.715
H 2.523 0.751 0.547
H 3.637 -0.812 0.796
H 2.881 0.244 2.137
*
```

Largest force on an atom   3.8 eV Å⁻¹
ΔE to the lowest compared entry with this formula, charge and spin   162.4 kJ/mol
SMILES   CN1Cc2c(c(C#N)c(N)n(C)c2=S)CC1(C)C
Gap between HOMO and LUMO   7.95 eV
LUMO level   0.041 eV
HOMO   -0.29076 hartree